136
Properties=species:S:1:pos:R:3:forces:R:3:mulliken_charge:R:1 method="wB97M-V/def2-TZVPD" spin_multiplicity=1 charge=-1 energy_ev=-155064.2675
C 8.3030 -5.1265 -2.4508 -0.001 -0.764 0.017 -0.833
N 7.3914 -4.8772 -3.6016 0.534 0.036 -0.414 -0.245
C 7.6081 -3.5311 -4.2168 0.522 -0.130 -0.799 -0.619
Ga 7.3549 -1.9358 -2.9440 1.969 0.650 -1.698 0.208
C 7.2268 -0.1071 -3.9432 -0.482 -0.450 0.574 -0.804
S 5.4630 -2.0476 -1.5994 -0.100 3.551 3.713 0.721
O 5.8791 -2.3776 -0.1796 -0.965 -0.386 -3.086 -0.625
O 4.7717 -0.6886 -1.5837 0.556 -3.044 -0.855 -0.600
C 4.1983 -3.3396 -2.1133 -1.335 -0.556 1.712 0.263
F 4.7824 -4.5942 -1.8958 -1.362 2.090 -0.831 -0.228
F 3.1011 -3.1924 -1.2110 1.956 -0.688 -1.593 -0.256
C 3.5902 -3.1394 -3.5752 -0.785 0.834 -0.752 0.496
F 2.2961 -2.5833 -3.4522 2.341 -1.043 -0.285 -0.212
F 4.3334 -2.2350 -4.3711 -1.272 -1.886 1.791 -0.238
C 3.4372 -4.4710 -4.4403 -0.368 -0.072 -1.801 0.535
F 4.6590 -4.7737 -5.0291 -2.695 0.058 1.487 -0.177
F 2.8701 -5.5419 -3.7648 1.521 2.054 -1.189 -0.228
F 2.5413 -4.1705 -5.4996 1.714 -0.682 1.911 -0.270
H 8.0531 -6.1756 -2.0549 0.580 1.423 -0.539 0.265
H 9.3849 -5.0905 -2.8305 -1.081 0.007 0.891 0.291
H 8.1595 -4.4155 -1.5793 0.113 -0.654 -1.275 0.207
H 7.6989 -5.5530 -4.3250 -0.497 0.324 0.685 0.248
H 8.7124 -3.4972 -4.5653 -1.246 0.372 0.403 0.418
H 6.9990 -3.4081 -5.1840 0.637 -0.404 1.425 0.237
H 8.6232 -1.9370 -1.9369 -0.546 0.020 0.102 -0.338
H 8.2769 0.1712 -4.2665 -1.278 -0.156 0.370 0.281
H 6.5419 -0.2398 -4.8386 0.798 0.493 1.031 0.247
H 6.7910 0.6124 -3.1628 0.655 -0.740 -1.459 0.130
C -3.1133 -2.0899 -2.8551 -0.174 -0.029 -0.079 -1.127
C -2.6667 -1.3104 -1.6467 0.272 0.449 0.454 0.851
O -3.4559 -0.6963 -0.9364 -0.225 -0.089 -0.070 -0.690
N -1.3400 -1.3005 -1.3505 -0.746 -0.260 -0.243 -0.012
C -0.2576 -1.9583 -2.0609 0.346 0.213 0.380 -0.845
H -4.1945 -2.0040 -2.9622 0.117 0.064 0.145 0.170
H -2.6432 -1.6881 -3.7547 0.063 -0.202 0.009 0.372
H -2.8601 -3.1455 -2.7354 0.093 0.037 -0.188 0.343
H -1.1153 -0.7584 -0.5282 0.067 -0.068 -0.075 0.136
H 0.2393 -2.6421 -1.3690 0.162 -0.033 -0.192 0.198
H 0.4540 -1.1963 -2.3824 0.090 -0.232 -0.108 0.362
H -0.6094 -2.5129 -2.9278 -0.076 0.104 0.085 0.242
C 5.9363 -3.0827 2.5467 -0.071 -0.325 -0.016 -0.895
C 6.8044 -4.1783 3.1053 0.033 -0.250 -0.438 0.705
O 7.2029 -5.1117 2.4232 -0.035 0.090 0.257 -0.675
N 7.1487 -4.1089 4.4250 -0.078 0.041 -0.119 -0.152
C 6.7827 -3.0958 5.3907 0.336 -0.459 0.100 -0.799
H 5.7444 -3.2681 1.4870 0.167 -0.015 0.508 0.130
H 4.9786 -3.0609 3.0733 0.051 0.170 0.078 0.380
H 6.4426 -2.1197 2.6404 -0.160 0.040 -0.006 0.332
H 7.7308 -4.8752 4.7300 -0.052 0.098 -0.019 0.234
H 7.6982 -2.6451 5.7817 -0.165 0.216 0.139 0.266
H 6.2444 -3.5787 6.2102 -0.075 0.271 0.118 0.262
H 6.1568 -2.3209 4.9551 0.070 -0.132 -0.066 0.324
C 4.6381 4.5979 0.1037 0.005 0.183 -0.116 -1.127
C 4.6760 3.1676 -0.3669 0.175 -0.561 -0.420 0.838
O 5.1631 2.8477 -1.4428 -0.061 0.356 0.142 -0.652
N 4.1444 2.2159 0.4487 0.091 0.321 -0.168 -0.022
C 3.5280 2.3921 1.7471 0.253 -0.342 -0.244 -0.554
H 5.0969 5.2398 -0.6486 0.021 -0.233 -0.016 0.303
H 3.6049 4.9168 0.2480 0.133 0.029 0.253 0.192
H 5.1992 4.7006 1.0350 -0.214 0.090 0.074 0.323
H 4.2045 1.2797 0.0685 0.082 -0.021 -0.060 0.172
H 4.0897 1.7998 2.4742 -0.181 0.038 0.182 0.293
H 2.5034 2.0160 1.6918 -0.053 0.106 0.291 0.177
H 3.5144 3.4338 2.0624 -0.032 -0.214 -0.162 0.084
C -0.7568 -5.9507 1.6477 0.094 -0.116 0.116 -1.458
C -0.7752 -4.6081 0.9667 0.280 0.538 -0.160 0.870
O 0.1652 -3.8297 1.0345 -0.119 -0.156 0.070 -0.627
N -1.8857 -4.2692 0.2569 0.220 -0.299 0.204 0.074
C -3.0929 -5.0451 0.0584 0.019 0.544 -0.189 -0.984
H 0.1898 -6.0778 2.1718 -0.067 0.153 -0.127 0.301
H -1.5675 -6.0123 2.3770 -0.033 -0.151 -0.107 0.387
H -0.8525 -6.7478 0.9076 -0.127 -0.039 0.120 0.369
H -1.8258 -3.3550 -0.1718 -0.041 -0.032 0.074 0.066
H -3.2293 -5.2021 -1.0141 -0.220 -0.196 0.073 0.255
H -3.9387 -4.4718 0.4444 -0.169 -0.250 -0.072 0.333
H -3.0505 -6.0082 0.5613 0.079 0.105 -0.027 0.408
C 1.1220 7.2714 2.3772 0.062 -0.065 -0.070 -1.440
C 1.9987 6.1888 2.9460 0.236 -0.323 0.111 0.546
O 2.4069 5.2524 2.2667 -0.232 0.364 0.083 -0.519
N 2.3385 6.2692 4.2586 -0.094 0.151 -0.527 -0.088
C 1.9624 7.2845 5.2178 0.267 -0.416 0.176 -0.911
H 0.9366 7.0722 1.3222 0.115 -0.052 0.130 0.373
H 0.1630 7.2887 2.9001 0.056 0.180 0.041 0.386
H 1.6173 8.2393 2.4633 -0.250 0.028 0.021 0.496
H 2.9267 5.5092 4.5693 -0.155 0.010 0.031 0.236
H 2.8733 7.7447 5.6073 -0.168 0.195 0.110 0.301
H 1.4275 6.8007 6.0383 -0.057 0.219 0.068 0.276
H 1.3304 8.0521 4.7775 0.082 -0.107 -0.059 0.335
C -8.3655 -2.8581 -1.8610 0.286 0.091 0.265 -1.027
C -7.6830 -3.0716 -0.5376 0.281 -0.322 0.193 0.729
O -7.5496 -4.1851 -0.0410 -0.059 0.040 -0.042 -0.705
N -7.2049 -1.9771 0.1135 -0.290 -0.305 -0.287 -0.125
C -7.2635 -0.5916 -0.3039 0.360 -0.027 0.449 -0.784
H -8.6928 -3.8176 -2.2601 0.074 0.053 0.181 0.219
H -9.2422 -2.2204 -1.7318 0.536 -0.118 -0.132 0.425
H -7.6693 -2.4068 -2.5719 -0.113 0.108 -0.011 0.292
H -6.7599 -2.1949 0.9930 0.009 0.053 -0.110 0.220
H -6.2412 -0.2130 -0.3751 -0.094 0.180 -0.144 0.245
H -7.8030 -0.0259 0.4596 -0.034 0.201 -0.187 0.287
H -7.7620 -0.4710 -1.2627 0.010 -0.130 0.098 0.303
C -0.4103 11.5418 -0.3974 0.091 0.081 -0.105 -1.336
C -0.4875 10.5702 0.7497 0.293 -0.311 0.380 0.789
O 0.5104 10.1576 1.3229 -0.128 0.201 -0.133 -0.597
N -1.7206 10.1501 1.1456 0.275 0.236 -0.224 -0.132
C -3.0095 10.5196 0.5990 0.000 -0.365 0.415 -0.875
H 0.6329 11.7835 -0.5975 -0.093 -0.127 0.133 0.293
H -0.8406 11.0955 -1.2963 -0.081 0.161 0.015 0.371
H -0.9368 12.4642 -0.1437 -0.075 -0.047 -0.159 0.368
H -1.6951 9.5010 1.9185 -0.020 0.052 -0.085 0.204
H -3.6047 10.9716 1.3956 -0.181 0.074 -0.208 0.292
H -3.5089 9.6128 0.2511 -0.185 0.181 -0.122 0.289
H -2.9200 11.2213 -0.2265 0.088 -0.073 0.089 0.334
C -13.2765 -2.3517 -1.9686 -0.067 0.102 0.107 -1.375
C -11.9784 -2.8424 -2.5516 0.446 0.029 -0.108 0.820
O -10.9476 -2.1846 -2.4965 -1.004 0.134 -0.294 -0.687
N -11.9729 -4.0610 -3.1553 -0.143 0.421 0.208 -0.133
C -13.0777 -4.9821 -3.3208 0.473 -0.169 -0.192 -0.878
H -13.1249 -1.3693 -1.5228 0.122 -0.131 -0.096 0.296
H -14.0301 -2.2629 -2.7538 -0.077 -0.101 0.126 0.372
H -13.6203 -3.0358 -1.1900 -0.146 0.019 -0.108 0.378
H -11.0695 -4.3241 -3.5221 -0.092 -0.006 0.034 0.217
H -12.8152 -5.9250 -2.8363 -0.265 -0.060 -0.042 0.296
H -13.2225 -5.1578 -4.3889 -0.236 -0.125 0.079 0.293
H -13.9997 -4.5997 -2.8900 0.137 0.042 -0.014 0.332
C -0.3258 3.3362 2.8946 0.097 0.162 -0.020 -0.490
C -0.3528 2.8775 4.3277 0.239 0.040 0.402 0.721
O 0.4440 3.2896 5.1613 -0.107 0.037 -0.111 -0.676
N -1.3045 1.9728 4.6880 0.190 0.295 -0.201 -0.150
C -2.3266 1.3713 3.8567 0.037 -0.167 0.506 -0.805
H 0.4840 4.0538 2.7568 -0.059 -0.232 0.093 -0.446
H -0.1495 2.4855 2.2331 -0.142 0.097 -0.085 0.298
H -1.2691 3.8256 2.6411 -0.020 -0.161 -0.138 0.447
H -1.2625 1.7114 5.6622 0.005 -0.009 -0.109 0.239
H -3.3035 1.6170 4.2798 -0.112 -0.103 -0.237 0.267
H -2.1921 0.2877 3.8752 -0.189 0.002 -0.227 0.277
H -2.2801 1.7227 2.8290 0.073 0.003 0.120 0.310